# 1
Density functional theory data (wB97M-V/def2-TZVPD) for a molecular structure, C19H26BrF3N4O3SY.

Results
ΔE to the lowest compared entry with this formula, charge and spin   13.0 kcal/mol
HOMO level   -0.375 Ha
Multiplicity   1
Orbital gap   7.5472 eV
Charge   +1

XYZ file:
```
58
Properties=species:S:1:pos:R:3:forces:R:3:lowdin_charge:R:1
Y -1.10897 -1.05827 -1.17759 1.1 0.3 0.3 1.383
Br -0.36257 -0.10907 1.61550 0.0 0.0 0.0 0.817
C -1.10013 -1.63595 2.54733 0.0 0.0 0.0 -0.547
C -0.86308 -1.69587 3.88501 0.0 -0.1 0.1 -0.135
C -1.38587 -2.79186 4.60745 0.0 0.1 0.0 -0.073
C -2.10123 -3.75391 3.95756 0.0 0.0 0.0 -0.026
C -2.33352 -3.67850 2.56170 -0.1 -0.1 0.0 -0.165
C -3.06621 -4.68886 1.88484 0.0 0.0 0.1 -0.034
C -3.26707 -4.61220 0.54082 0.0 0.0 -0.1 -0.069
C -2.74961 -3.51513 -0.19457 -0.1 0.1 0.1 -0.129
C -2.04764 -2.48139 0.39015 -0.3 -0.3 0.8 -0.241
C -1.83478 -2.58922 1.79955 0.0 0.0 0.0 -0.246
H -0.29365 -0.92787 4.38885 0.0 0.0 0.0 0.096
H -1.21303 -2.85519 5.67318 0.0 0.0 0.0 0.108
H -2.50464 -4.59711 4.50492 0.0 0.0 0.0 0.117
H -3.45837 -5.52016 2.45831 0.0 0.0 0.0 0.115
H -3.82421 -5.38857 0.03167 0.0 0.0 0.0 0.107
H -2.95261 -3.51155 -1.26628 0.0 0.0 0.0 0.085
N -1.48266 1.49597 -1.24150 0.0 -0.1 -0.1 0.005
C -0.20072 2.21312 -1.13143 0.0 0.0 0.1 -0.308
C -0.19729 3.51029 -1.95935 -0.1 0.0 0.0 -0.131
C 1.12390 4.09326 -2.45846 0.0 0.1 -0.1 -0.158
C 2.19349 4.48803 -1.44003 0.1 0.1 0.1 -0.138
N 1.67440 5.02033 -0.16997 0.0 -0.1 0.0 0.103
C 1.76769 4.42563 1.01661 0.0 -0.1 -0.1 -0.433
N 1.43178 5.11665 2.11692 0.0 0.1 0.0 0.198
N 2.17162 3.16787 1.13262 -0.1 0.0 -0.1 0.222
C 0.93636 1.24938 -1.49842 -0.1 -0.2 -0.1 -0.624
O 2.09221 1.53992 -1.15666 0.0 0.1 0.2 -0.008
O 0.58021 0.18998 -2.09769 0.4 0.2 0.2 -0.121
H -1.77693 1.48718 -2.21852 0.0 0.0 0.0 0.076
H -2.21484 1.98160 -0.73420 0.0 -0.1 0.1 0.114
H -0.06544 2.44324 -0.07145 0.0 0.1 0.0 0.110
H -0.75608 4.26995 -1.40465 0.0 0.0 0.0 0.117
H -0.79170 3.31549 -2.85609 0.0 0.0 0.0 0.126
H 0.86372 4.96974 -3.05641 0.0 0.0 0.0 0.117
H 1.60164 3.39470 -3.14857 0.0 0.0 0.0 0.126
H 2.83547 5.25901 -1.86543 0.0 0.0 0.0 0.130
H 2.83130 3.64234 -1.21368 0.0 0.0 0.0 0.103
H 1.32192 5.96385 -0.17159 0.0 0.0 0.0 0.160
H 1.30328 6.11245 2.08276 0.0 0.0 0.0 0.125
H 1.47471 4.68936 3.02464 0.0 0.0 0.0 0.125
H 2.18709 2.53361 0.31457 0.1 0.0 -0.2 0.075
H 2.24227 2.75517 2.04669 0.0 0.0 0.0 0.129
C 2.26462 -3.93582 0.28679 0.1 -0.1 0.0 -0.226
S 1.95762 -2.32552 -0.39218 -0.2 0.2 -0.1 0.878
C 3.16278 -2.28742 -1.69329 0.1 0.0 -0.1 -0.225
O 0.62428 -2.50247 -1.11634 0.2 0.0 0.1 -0.629
H 2.14436 -4.67622 -0.50316 0.0 0.0 0.0 0.074
H 1.52958 -4.09470 1.07389 0.0 0.0 0.0 0.063
H 3.27218 -3.95564 0.70118 0.0 0.0 0.0 0.069
H 4.15687 -2.29593 -1.24694 0.0 0.0 0.0 0.070
H 2.99700 -1.35467 -2.22996 0.0 0.0 0.0 0.055
H 3.00926 -3.14846 -2.34258 0.0 0.0 0.0 0.074
F -3.21451 -1.98698 -3.57769 -0.1 0.1 0.0 0.035
C -2.63632 -0.97292 -2.89290 -0.9 -0.1 -1.3 -0.603
F -2.25321 -0.05923 -3.86840 -0.1 0.1 0.0 -0.013
F -3.69472 -0.32145 -2.24753 0.0 0.0 0.1 -0.024
```
Forces are in eV/Å.

***

# 2
Density functional theory data (wB97M-V/def2-TZVPD) for a molecular structure, C19H26ClN3O3S2Si2.

Results
ΔE to the lowest compared entry with this formula, charge and spin   105.5 kcal/mol
HOMO level   -0.337 Ha
Multiplicity   1
Orbital gap   8.5057 eV
Charge   0

XYZ file:
```
56
Properties=species:S:1:pos:R:3:forces:R:3:lowdin_charge:R:1
O 4.41659 1.01763 3.05433 -3.3 -0.5 -2.9 -0.407
S 3.35125 0.36313 2.19745 4.9 -3.9 3.9 0.447
O 3.40530 -1.13672 2.43595 -1.3 4.1 -1.5 -0.406
Cl 1.52186 1.06553 2.88424 0.5 -0.1 -0.7 0.374
C 3.66003 0.68606 0.39846 -0.3 1.4 -1.6 -0.245
C 2.52681 1.58552 -0.32124 -0.3 -1.2 0.3 -0.236
C 1.27842 0.64936 -0.69003 0.1 -0.4 -0.2 -0.285
C 0.24508 1.28953 -1.73672 0.9 0.4 0.3 -0.283
Si -1.53569 0.59139 -1.63756 0.1 -0.1 -0.4 0.532
O -1.63584 -1.13996 -1.68885 0.2 1.1 2.5 -0.433
Si -1.45083 -1.89094 -0.14046 0.1 -0.5 -0.2 0.222
S -2.22582 -3.93032 -0.08993 0.1 -0.2 0.3 0.355
C -2.40687 1.38660 -0.13093 -2.4 2.4 4.8 -0.240
C -1.79342 2.55210 0.73391 -3.6 -2.4 0.0 -0.034
C -2.64459 3.02212 1.92124 0.8 -0.5 -1.1 -0.144
N -3.90005 2.58450 2.39631 1.5 -1.7 -3.4 0.002
C -4.51615 1.56154 1.63560 3.2 0.2 -2.0 -0.116
C -3.81218 0.96968 0.40963 1.0 1.2 0.6 -0.079
H 4.64821 1.27991 0.34920 -1.5 -1.1 0.6 0.123
H 3.76288 -0.31618 -0.15456 -0.2 1.4 1.3 0.122
H 2.18486 2.38907 0.41470 0.6 -0.8 -1.3 0.098
H 2.98307 2.01681 -1.27265 -0.6 -0.3 1.4 0.120
H 0.75597 0.35879 0.29847 0.7 0.4 -1.6 0.058
H 1.66827 -0.32646 -1.17190 -0.5 1.4 0.9 0.122
H 0.23526 2.42849 -1.55411 -0.2 -1.6 -0.4 0.068
H 0.61294 1.13594 -2.81752 -0.4 0.3 1.6 0.090
H -2.22322 1.06930 -2.86132 -0.1 -0.2 0.1 0.004
H -0.02796 -1.92301 0.27559 0.0 0.0 -0.4 -0.041
H -2.14705 -1.18705 0.95472 -0.1 0.2 -0.3 -0.044
H -1.83612 -4.39849 1.17234 0.0 1.0 -1.2 -0.162
H -0.77694 3.00507 0.46117 -1.8 -0.6 0.7 0.087
H -2.17002 3.87357 2.53669 -1.0 -1.5 -1.0 0.103
H -5.53862 1.12987 1.93305 1.8 1.0 -0.3 0.110
H -4.36336 0.13229 -0.15224 0.9 1.4 1.0 0.098
N 1.76125 4.65397 -2.60454 -0.4 0.5 -0.2 0.050
C 0.92078 4.65612 -3.65454 0.4 -0.1 0.5 -0.157
C 0.20435 5.76854 -4.06561 0.0 0.1 0.1 -0.072
C 0.35722 6.94860 -3.35300 0.0 0.1 0.0 -0.078
C 1.21613 6.97441 -2.26442 -0.1 0.0 -0.1 -0.073
C 1.89092 5.81050 -1.93461 0.1 -0.6 -0.2 -0.153
H 0.83185 3.70951 -4.17789 0.0 0.1 0.0 0.099
H -0.45696 5.71336 -4.92118 0.0 0.0 0.0 0.103
H -0.18778 7.84003 -3.64350 0.0 -0.1 0.0 0.107
H 1.35897 7.87823 -1.68557 0.0 -0.1 0.0 0.103
H 2.57657 5.78238 -1.09363 0.0 0.1 0.0 0.102
N -0.12496 -6.47538 1.53294 -0.2 -0.7 0.3 0.051
C -1.19625 -7.24737 1.28242 0.4 0.4 0.0 -0.165
C -1.34898 -8.53572 1.76888 0.1 0.0 0.1 -0.073
C -0.33754 -9.06365 2.55764 0.0 -0.1 0.0 -0.082
C 0.78053 -8.28928 2.83084 -0.1 -0.1 0.0 -0.076
C 0.83764 -7.01072 2.30034 -0.3 0.4 -0.3 -0.147
H -1.95893 -6.79195 0.65867 0.0 -0.1 0.0 0.070
H -2.23602 -9.11166 1.53662 0.0 0.1 0.0 0.102
H -0.41981 -10.06902 2.95602 0.0 0.1 0.0 0.105
H 1.58903 -8.66980 3.44237 0.0 0.0 0.0 0.101
H 1.68993 -6.36576 2.48872 0.0 -0.1 0.0 0.105
```
Forces are in eV/Å.

***

# 3
Density functional theory data (wB97M-V/def2-TZVPD) for a single C19H26N2O2S molecule.

Results
ΔE to the lowest compared entry with this formula, charge and spin   106.5 kcal/mol
HOMO level   -0.317 Ha
Multiplicity   1
SMILES string   CCS(=O)(=O)c1ccc2c(c1)nc(C1(C)CCCC1)n2CC1CC1
Orbital gap   9.1816 eV
Charge   0

XYZ file:
```
50
Properties=species:S:1:pos:R:3:forces:R:3:lowdin_charge:R:1
C -2.95594 3.31899 -4.42455 0.0 0.4 1.7 -0.094
C -2.32642 4.35353 -3.37726 -0.1 -1.6 -2.3 -0.241
S -0.50021 4.23357 -3.18801 2.0 0.9 0.0 0.743
O -0.10618 5.50179 -2.52712 -0.8 -2.4 -0.4 -0.356
O 0.17784 3.93972 -4.46184 -1.5 0.3 1.2 -0.346
C -0.13397 2.69937 -2.17339 -0.9 0.5 0.3 -0.254
C -0.23756 1.49995 -2.88402 0.2 -1.5 0.3 -0.071
C -0.10761 0.20166 -2.28976 -1.0 2.6 -0.5 0.048
C 0.04163 0.19111 -0.90236 0.2 -1.3 -3.0 -0.179
C 0.19016 1.36761 -0.26201 1.5 2.2 2.0 -0.201
C 0.08252 2.67544 -0.79887 -0.1 -0.6 -1.3 0.048
N 0.64366 1.04663 0.99524 -0.5 2.1 1.2 0.177
C 0.63297 -0.22924 1.16092 -0.4 2.2 -0.4 -0.228
C 0.88560 -0.64843 2.55593 1.1 -2.8 1.0 -0.376
C 2.34970 -1.30996 2.52280 -1.7 -0.5 -2.8 0.005
C -0.23394 -1.58330 3.13140 0.0 -1.3 0.4 -0.116
C -0.30648 -1.46153 4.70856 -0.3 0.5 -1.5 -0.157
C 0.51865 -0.19217 4.97323 0.5 -0.1 2.2 -0.198
C 0.91939 0.42205 3.64729 0.8 1.7 -0.5 -0.174
N 0.33703 -0.84862 -0.04500 0.5 3.1 2.0 0.025
C -0.01112 -2.14678 -0.25874 0.0 -2.9 0.1 -0.141
C 1.12647 -3.02654 -0.85118 -0.1 0.3 -0.3 -0.238
C 0.95481 -4.53644 -0.67106 1.4 0.8 -0.1 -0.113
C 0.67856 -3.86067 -2.00605 2.5 -1.1 0.2 -0.142
H -2.58197 2.32860 -4.23259 0.5 -0.4 -0.2 0.041
H -4.04355 3.17702 -4.27803 0.4 0.6 0.0 0.078
H -2.76694 3.64497 -5.43173 0.2 -0.1 -0.3 0.066
H -2.81306 4.27993 -2.42767 0.0 0.1 0.7 0.084
H -2.46388 5.31144 -3.85950 0.2 0.6 0.5 0.086
H -0.40156 1.62556 -3.93686 0.0 -0.4 -0.4 0.088
H -0.29452 -0.64988 -2.89243 0.2 -0.8 -0.4 0.098
H 0.21067 3.61830 -0.28810 0.1 -0.3 0.5 0.120
H 2.28329 -2.38367 2.20612 0.2 0.9 -0.1 0.091
H 2.71966 -1.32539 3.47286 1.2 0.0 2.7 0.029
H 3.05065 -0.72269 1.85296 -0.9 -0.7 0.7 0.112
H -0.20420 -2.60597 2.73497 0.6 -0.1 0.4 0.097
H -1.23858 -1.33777 2.83372 -0.3 1.0 -0.7 0.104
H -1.36150 -1.35350 4.96409 0.0 0.4 0.0 0.096
H -0.03773 -2.32531 5.28880 0.8 -0.4 0.0 0.091
H -0.06910 0.53789 5.62480 0.9 -0.8 -0.9 0.126
H 1.44100 -0.44903 5.56623 -0.9 0.1 -0.4 0.113
H 0.16900 1.17747 3.44592 0.1 0.3 -0.5 0.106
H 1.94444 0.92762 3.69543 -1.5 -0.5 -0.1 0.144
H -0.47391 -2.56143 0.65901 0.7 -0.1 -0.3 0.127
H -0.85162 -2.05584 -0.90872 -0.6 -0.7 -1.0 0.123
H 2.19529 -2.59068 -1.01649 -2.2 -0.7 0.9 0.177
H 0.03428 -4.84237 -0.21448 -0.1 -0.2 0.6 0.088
H 1.87326 -5.09771 -0.39924 -0.9 0.2 -0.6 0.108
H -0.33875 -3.91101 -2.22321 -1.4 0.3 -0.7 0.079
H 1.39974 -4.02427 -2.81005 -0.5 0.1 0.1 0.106
```
Forces are in eV/Å.

***

# 4
Density functional theory data (wB97M-V/def2-TZVPD) for a single C19H26N2O3 molecule.

Results
ΔE to the lowest compared entry with this formula, charge and spin   154.5 kcal/mol
HOMO level   -0.284 Ha
Multiplicity   1
SMILES string   COc1cc(-c2cn(C)c(=O)c(C)c2C)cc(OC)c1CN(C)C
Orbital gap   8.3185 eV
Charge   0

XYZ file:
```
50
Properties=species:S:1:pos:R:3:forces:R:3:lowdin_charge:R:1
C 1.70175 -3.20884 -0.00944 -3.1 0.0 -0.8 -0.034
O 0.96470 -2.90667 -1.24120 0.6 1.1 -0.8 -0.120
C 0.57040 -1.56948 -1.30403 0.8 2.4 1.7 -0.174
C -0.42593 -1.20351 -0.34935 -0.3 -2.6 -0.9 0.005
C -0.78408 0.04919 -0.06069 0.1 1.9 -0.7 -0.251
C -1.86274 0.29424 0.89720 -0.3 -0.7 1.4 -0.168
C -1.66077 -0.19896 2.13399 1.6 0.4 1.2 0.004
N -2.47826 0.11100 3.20857 1.5 -1.0 -2.8 -0.035
C -2.06343 -0.38230 4.50934 0.4 -1.2 -1.0 -0.001
C -3.61998 0.78687 2.91717 -2.2 1.8 0.8 -0.437
O -4.24677 1.19676 3.86243 -1.7 0.5 2.5 0.042
C -4.11174 1.18962 1.59161 4.2 -1.2 -3.1 -0.088
C -5.42508 1.89903 1.31420 -1.6 -0.6 -0.1 -0.049
C -3.09947 0.92993 0.62129 -2.4 1.2 -0.9 -0.115
C -3.20453 1.30531 -0.85186 0.4 0.8 0.9 -0.017
C -0.06511 1.08690 -0.62893 1.2 3.6 -1.5 0.011
C 0.99771 0.96042 -1.54796 -0.5 -4.0 1.3 -0.156
O 1.83799 1.98405 -1.89893 0.3 -1.2 -0.9 -0.097
C 1.99909 3.14404 -1.11906 -1.4 0.7 0.4 -0.080
C 1.33305 -0.49317 -1.93266 -2.2 0.8 2.4 -0.024
C 2.53165 -0.76557 -2.72166 1.6 0.7 -0.3 -0.188
N 3.70380 -1.13851 -1.91334 0.4 -1.3 -0.7 -0.214
C 4.39680 -2.45314 -2.39529 -0.3 1.5 1.1 -0.042
C 4.26984 -0.11629 -0.98845 1.3 -2.8 -0.9 -0.070
H 2.29948 -4.00666 -0.26911 1.4 -1.9 -0.5 0.048
H 0.91680 -3.59893 0.68555 1.0 0.8 0.1 0.107
H 2.32971 -2.40285 0.27119 0.2 0.9 0.6 0.080
H -1.09201 -1.90384 0.17606 0.9 -0.5 -0.6 0.140
H -0.66588 -0.66277 2.34704 -1.2 0.2 0.1 0.156
H -2.27975 -1.44472 4.51894 -0.1 -0.3 0.3 0.100
H -0.99935 -0.27591 4.56701 0.7 0.1 -0.1 0.083
H -2.43820 0.04194 5.38826 -1.2 1.1 0.7 0.074
H -6.09879 1.37061 0.57267 0.9 -0.4 1.0 0.092
H -5.99115 1.95982 2.26937 0.4 0.1 -0.7 0.080
H -5.51359 2.87107 0.77507 1.3 -0.2 0.9 0.084
H -2.49945 2.08920 -1.10364 0.7 -0.2 0.0 0.080
H -3.09090 0.51053 -1.55604 0.3 -0.8 -0.2 0.091
H -4.07170 1.81492 -1.11555 -2.2 0.5 -0.1 0.046
H -0.29657 2.18553 -0.45508 -0.1 -1.6 0.3 0.135
H 1.48570 3.98514 -1.57752 -0.7 0.0 -0.1 0.090
H 1.59305 2.99717 -0.12226 0.1 0.0 0.2 0.086
H 2.98610 3.56514 -1.05602 1.0 -0.9 -0.1 0.084
H 2.66555 0.16261 -3.30997 0.6 -0.3 -0.1 0.123
H 2.40644 -1.56821 -3.41962 -0.4 -0.4 -0.4 0.108
H 4.22121 -2.68908 -3.46617 0.1 0.7 0.6 0.076
H 5.48750 -2.45375 -2.19838 -0.6 0.4 -0.2 0.073
H 4.00385 -3.32444 -1.84822 -0.1 0.3 0.0 0.052
H 4.85205 0.65955 -1.46715 -0.2 0.6 -0.4 0.069
H 3.50623 0.24885 -0.34328 -0.7 0.5 0.4 0.060
H 5.02476 -0.63180 -0.35608 -0.5 0.2 -0.1 0.084
```
Forces are in eV/Å.

***

Q: Which of these has the lowest orbital gap?
A: C19H26BrF3N4O3SY